Entry 1:
C16H36ClO8PdSSi as an isolated structure. Source: the Open Molecules 2025 dataset; level of theory: ωB97M-V/def2-TZVPD.

```
64
Properties=species:S:1:pos:R:3:mulliken_charge:R:1
Pd 0.2099 1.1350 -2.0954 -0.296
C 0.9811 2.8063 1.0043 -1.408
C -0.1883 1.9214 1.3967 1.563
C -1.4687 2.7390 1.5083 -1.416
C 0.1069 1.1808 2.6966 -1.419
O -0.3463 0.9635 0.3255 0.888
Si -1.1273 -0.4819 0.1966 0.585
S -1.0389 -0.9208 -1.8382 -0.826
O -2.6214 -0.2672 0.8345 -0.125
C -3.6005 -1.1921 1.3063 1.809
C -3.2643 -1.5947 2.7387 -1.389
C -3.6440 -2.4172 0.3948 -1.461
C -4.9265 -0.4495 1.2601 -1.795
O -0.4507 -1.6280 1.1652 0.187
C 0.7077 -2.4549 1.0306 2.059
C 1.8610 -1.6650 0.4201 -1.600
C 1.0563 -2.8984 2.4442 -1.906
C 0.3595 -3.6644 0.1728 -1.785
H 1.1922 3.5139 1.8111 0.486
H 0.7479 3.3617 0.0957 0.139
H 1.8634 2.1965 0.8004 0.165
H -1.3522 3.5079 2.2778 0.424
H -2.3166 2.0992 1.7611 0.097
H -1.6728 3.2245 0.5518 0.251
H 0.2433 1.8998 3.5083 0.539
H 1.0191 0.5907 2.5932 0.225
H -0.7122 0.5060 2.9599 0.154
H -2.2676 -2.0376 2.7745 0.037
H -3.9932 -2.3179 3.1152 0.490
H -3.2786 -0.7131 3.3864 0.299
H -2.7069 -2.9789 0.4633 0.104
H -3.7785 -2.1039 -0.6434 0.312
H -4.4686 -3.0749 0.6793 0.517
H -4.8793 0.4394 1.8942 0.337
H -5.7397 -1.0912 1.6092 0.405
H -5.1370 -0.1302 0.2369 0.403
H 2.1415 -0.8276 1.0634 0.288
H 1.5904 -1.2522 -0.5546 0.045
H 2.7314 -2.3154 0.2958 0.672
H 1.2536 -2.0242 3.0698 0.344
H 1.9441 -3.5372 2.4394 0.397
H 0.2232 -3.4563 2.8800 0.388
H 0.0304 -3.3422 -0.8168 0.235
H -0.4421 -4.2427 0.6426 0.369
H 1.2360 -4.3088 0.0624 0.475
O -1.6532 4.2400 -4.0319 -0.713
Cl -0.9753 3.2045 -3.3114 1.727
O 0.1179 2.6469 -4.1210 -0.628
O -1.8852 2.1022 -2.9930 -0.627
O -0.4151 3.7097 -2.0641 -0.602
C 4.3887 0.3966 -1.6376 -1.673
C 3.1594 0.8623 -2.4176 1.669
C 3.4568 2.2020 -3.0918 -1.589
C 2.8121 -0.1855 -3.4775 -1.702
O 2.1226 1.0019 -1.4791 -0.270
H 5.2452 0.2357 -2.3021 0.405
H 4.1602 -0.5383 -1.1169 0.224
H 4.6570 1.1494 -0.8909 0.384
H 4.3051 2.1218 -3.7803 0.433
H 3.6904 2.9464 -2.3266 0.295
H 2.5841 2.5498 -3.6506 0.273
H 3.5945 -0.2584 -4.2396 0.451
H 1.8812 0.0791 -3.9792 0.373
H 2.6768 -1.1631 -3.0076 0.306
```

As for the expectation value of S²: 2.006. For the highest occupied orbital energy (spin up / spin down), the calculation gives -5.157 / -5.337 eV. Its total charge is -1. For the total energy, the calculation gives -2508.9146 a.u. The orbital gap (spin up / spin down) is 7.8383 / 7.1723 eV. Its multiplicity is 3.

Entry 2:
A single C8H12ClO3P molecule. Source: the Open Molecules 2025 dataset; level of theory: ωB97M-V/def2-TZVPD.

```
25
Properties=species:S:1:pos:R:3:mulliken_charge:R:1
C 0.9913 0.2527 0.2635 0.535
C -0.2230 0.9238 0.7942 -0.460
C 3.3393 0.1782 -0.1988 -0.772
C 2.3121 0.8459 0.2195 -0.378
C -1.4814 0.1317 0.9382 1.599
C -1.8185 0.1085 2.4061 -1.464
C -2.5748 0.7468 0.0069 -1.342
C 0.8072 -1.0308 -2.8366 -0.493
O 0.9426 -2.6113 0.0492 -0.769
O -1.1805 -1.1900 0.4373 -0.439
O -0.2275 -1.0902 -1.7656 -0.360
P 0.2600 -1.3166 -0.1726 0.859
Cl -0.2389 2.5991 1.2000 -0.147
H 4.2929 0.6978 -0.3180 0.280
H 3.5281 -0.9310 -0.3034 0.278
H 2.3520 1.8659 0.6546 0.235
H -2.7987 0.5933 2.3844 0.394
H -1.1318 0.7394 2.9552 0.329
H -1.7212 -0.9152 2.7196 0.375
H -2.3128 1.8503 0.0792 0.342
H -3.5875 0.3990 0.4613 0.364
H -2.5483 0.3134 -0.9399 0.351
H 1.5722 -0.3189 -2.3791 0.211
H 0.3319 -0.7456 -3.7193 0.245
H 1.1153 -2.0962 -2.9359 0.228
```

For the highest occupied orbital energy, the calculation gives -8.939 eV. For the total energy, the calculation gives -1339.2868 a.u. The orbital gap is 8.7335 eV. Its multiplicity is 1.

Entry 3:
C27H25BrI2N5O4PRu as an isolated structure. Source: the Open Molecules 2025 dataset; level of theory: ωB97M-V/def2-TZVPD.

```
66
Properties=species:S:1:pos:R:3:mulliken_charge:R:1
Ru 0.5502 -0.9220 0.3545 0.038
I 5.1648 1.1866 -0.5230 0.079
C 4.4897 0.0475 1.0702 -0.497
C 5.3531 -0.2450 2.1513 -0.335
C 4.9262 -0.9562 3.2394 -0.369
I 6.2715 -1.3549 4.7733 0.117
C 3.5796 -1.4042 3.3044 0.716
C 2.9802 -2.0867 4.3846 -0.500
C 1.6575 -2.4387 4.3345 -1.190
C 0.8991 -2.1152 3.2023 -0.258
N 1.4295 -1.4850 2.1727 0.037
C 2.7500 -1.1188 2.2063 0.479
C 3.1941 -0.4040 1.0680 0.429
O 2.3244 -0.1718 0.0881 -0.806
H 6.3731 0.1107 2.1067 0.379
H 3.5769 -2.3227 5.2559 0.208
H 1.1874 -2.9582 5.1566 0.434
H -0.1489 -2.3719 3.1221 0.580
Br 2.4940 -1.0717 -3.5875 -0.145
C 0.8590 -0.7254 -4.4703 0.319
C 0.8753 -0.7987 -5.8565 -0.616
C -0.2652 -0.5014 -6.5839 -0.530
C -1.4269 -0.1100 -5.9330 -0.718
C -1.4351 -0.0233 -4.5534 -0.583
C -0.3036 -0.3414 -3.8023 0.375
C -0.4104 -0.2091 -2.3185 0.513
O -1.1011 0.6958 -1.8397 -0.724
O 0.2292 -1.0683 -1.6009 -0.415
H 1.7887 -1.0819 -6.3602 0.443
H -0.2396 -0.5684 -7.6634 0.402
H -2.3151 0.1371 -6.4979 0.419
H -2.3266 0.2903 -4.0275 0.413
O -1.2192 -1.8324 1.0257 -0.524
N -2.0939 -2.3566 0.1555 0.415
C -3.3955 -2.1442 0.4013 -0.083
C -4.3551 -2.6655 -0.4365 -0.823
C -3.9641 -3.4072 -1.5413 -0.227
C -2.6126 -3.6176 -1.7634 -0.935
C -1.6868 -3.0843 -0.8939 -0.047
H -3.6018 -1.5521 1.2793 0.464
H -5.3959 -2.4816 -0.2148 0.437
H -4.7014 -3.8166 -2.2172 0.436
H -2.2584 -4.1933 -2.6057 0.473
H -0.6215 -3.2070 -1.0061 0.650
C -1.6310 3.8749 0.2915 -0.931
N -2.2618 2.8923 1.1785 0.163
C -1.7041 3.0411 2.5219 -0.882
N -0.2521 2.9178 2.5363 0.226
C 0.3273 3.9241 1.6507 -0.824
N -0.1721 3.8020 0.2834 0.174
C 0.3144 2.6095 -0.3925 -1.457
P -0.3657 1.0967 0.4305 4.158
C -2.1447 1.5353 0.6662 -1.328
C 0.1832 1.5891 2.2029 -1.639
H -1.9204 4.8689 0.6332 0.256
H -2.0006 3.7267 -0.7238 0.446
H -2.1338 2.2867 3.1828 0.377
H -1.9635 4.0318 2.8954 0.305
H 1.4128 3.8203 1.6535 0.401
H 0.0598 4.9085 2.0342 0.295
H 1.4042 2.5587 -0.3614 0.321
H -0.0033 2.6188 -1.4360 0.484
H -2.5895 0.8299 1.3719 0.358
H -2.6597 1.4467 -0.2903 0.389
H 1.2731 1.5126 2.2289 0.377
H -0.2476 0.8527 2.8865 0.400
```

As for the expectation value of S²: 0.757. For the highest occupied orbital energy (spin up / spin down), the calculation gives -10.395 / -10.393 eV. Its relative energy (zero: lowest compared OMol25 entry of this formula, charge and spin) is 0.925 eV. Its total charge is +1. For the total energy, the calculation gives -5224.0599 a.u. The orbital gap (spin up / spin down) is 6.8265 / 6.4443 eV. Its multiplicity is 2.

Entry 4:
A 2-piece molecular cluster, C2ClF6NO2S2 overall. Source: the Open Molecules 2025 dataset; level of theory: ωB97M-V/def2-TZVPD.

```
14
Properties=species:S:1:pos:R:3:mulliken_charge:R:1
C -0.3517 -0.7595 -1.9871 0.740
C -0.1562 1.4609 -0.1627 0.830
N -0.3968 -1.3242 1.5353 -0.180
O 0.7516 -0.7059 3.7519 -0.471
O 1.4056 0.4112 1.6300 -0.493
F -1.6490 -0.5742 -1.5651 -0.242
F -0.2316 -0.0362 -3.0882 -0.199
F -0.0895 -1.9983 -2.2434 -0.184
F -0.9387 1.2666 0.8567 -0.189
F 0.6811 2.4204 -0.0026 -0.194
F -0.9105 1.8548 -1.2243 -0.237
S 0.6845 -0.1375 -0.5328 -0.095
S 0.8533 -0.7394 2.3119 1.094
Cl 2.1983 -2.3355 2.0206 -0.179
```

For the highest occupied orbital energy (spin up / spin down), the calculation gives -11.144 / -11.107 eV. Its relative energy (zero: lowest compared OMol25 entry of this formula, charge and spin) is 0.505 eV. For the total energy, the calculation gives -2137.0272 a.u. The orbital gap (spin up / spin down) is 7.1440 / 7.3324 eV. Its multiplicity is 1.

Repeat the second record exactly.
A single C8H12ClO3P molecule. Source: the Open Molecules 2025 dataset; level of theory: ωB97M-V/def2-TZVPD.

```
25
Properties=species:S:1:pos:R:3:mulliken_charge:R:1
C 0.9913 0.2527 0.2635 0.535
C -0.2230 0.9238 0.7942 -0.460
C 3.3393 0.1782 -0.1988 -0.772
C 2.3121 0.8459 0.2195 -0.378
C -1.4814 0.1317 0.9382 1.599
C -1.8185 0.1085 2.4061 -1.464
C -2.5748 0.7468 0.0069 -1.342
C 0.8072 -1.0308 -2.8366 -0.493
O 0.9426 -2.6113 0.0492 -0.769
O -1.1805 -1.1900 0.4373 -0.439
O -0.2275 -1.0902 -1.7656 -0.360
P 0.2600 -1.3166 -0.1726 0.859
Cl -0.2389 2.5991 1.2000 -0.147
H 4.2929 0.6978 -0.3180 0.280
H 3.5281 -0.9310 -0.3034 0.278
H 2.3520 1.8659 0.6546 0.235
H -2.7987 0.5933 2.3844 0.394
H -1.1318 0.7394 2.9552 0.329
H -1.7212 -0.9152 2.7196 0.375
H -2.3128 1.8503 0.0792 0.342
H -3.5875 0.3990 0.4613 0.364
H -2.5483 0.3134 -0.9399 0.351
H 1.5722 -0.3189 -2.3791 0.211
H 0.3319 -0.7456 -3.7193 0.245
H 1.1153 -2.0962 -2.9359 0.228
```

For the highest occupied orbital energy, the calculation gives -8.939 eV. For the total energy, the calculation gives -1339.2868 a.u. The orbital gap is 8.7335 eV. Its multiplicity is 1.

> Which value of multiplicity does entry 2 give?

1